Entry 1:
16
Properties=species:S:1:pos:R:3:lowdin_charge:R:1 method="wB97M-V/def2-TZVPD" total_energy_ev=-6262.0983 total_charge=+1 max_force_ha_per_bohr=0.02072 de_lowest_kj_mol=143.1 spin_multiplicity=1
N -0.3050 0.5215 1.0930 -0.01
N 0.5477 0.4461 -1.6864 0.13
C 2.0338 0.7546 -1.7860 0.02
C -1.7139 -1.2820 1.9338 0.03
C -0.9948 -0.7645 0.9602 -0.27
H 0.2644 -0.3459 -2.2707 0.16
H -1.7378 -0.7092 2.8551 0.07
H 0.5624 0.3311 1.5888 0.09
H 0.1161 0.2956 -0.7467 0.07
H 2.0748 1.6543 -2.3880 0.10
H -0.6935 -1.3984 0.1328 0.09
H 0.0066 1.2256 -2.0607 0.16
H 2.4703 -0.0674 -2.3205 0.09
H 2.4812 0.9092 -0.8130 0.10
H -2.2191 -2.2343 1.9425 0.07
H -0.8535 1.0563 1.7622 0.09

***

Entry 2:
16
Properties=species:S:1:pos:R:3:lowdin_charge:R:1 method="wB97M-V/def2-TZVPD" total_energy_ev=-6261.5742 total_charge=+1 max_force_ha_per_bohr=0.09054 de_lowest_kj_mol=193.7 spin_multiplicity=1
N -0.9122 0.6495 0.1818 0.12
N -0.3588 -1.8944 1.1148 -0.01
C 0.5545 -2.7795 1.2664 -0.05
C -0.4129 1.1495 -1.2436 -0.13
C 0.9088 1.8299 -1.1179 -0.07
H 1.5105 -2.6985 0.7496 0.07
H -0.2169 0.1028 -1.5555 0.13
H -0.1082 0.5670 0.8094 0.12
H 1.6480 1.4735 -1.8381 0.10
H 1.3446 1.5851 -0.1417 0.09
H -1.3126 -0.2873 0.3285 0.10
H -1.2223 -2.2675 1.5325 0.07
H -1.4820 1.4239 0.5551 0.16
H 0.5682 -3.3330 2.1909 0.08
H 0.8119 2.9145 -1.1969 0.09
H -1.3205 1.5646 -1.6355 0.12

***

Entry 3:
17
Properties=species:S:1:pos:R:3:lowdin_charge:R:1 method="wB97M-V/def2-TZVPD" total_energy_ev=-8313.4967 total_charge=0 max_force_ha_per_bohr=0.07264 de_lowest_kj_mol=148.2 spin_multiplicity=2
O -1.8532 -1.3578 -1.4344 -0.10
N 0.6162 0.8073 0.1499 -0.07
N 0.5832 1.1574 -2.1388 0.02
C 0.7819 -0.7027 2.0728 -0.13
C -0.0668 0.3771 1.4055 -0.25
C -0.0652 1.0397 -0.9565 -0.39
H -1.1210 0.0842 1.1208 0.12
H -0.0535 1.5851 -2.7488 0.05
H -1.1884 1.1364 -0.7229 0.12
H -0.0120 1.2539 1.9881 0.08
H 0.1765 -1.1938 2.9713 0.10
H -1.8622 -2.0582 -0.7979 0.01
H -1.6783 -1.5917 -2.4267 0.10
H 1.4958 0.7604 -2.4775 0.10
H 1.5700 0.7291 0.1092 0.08
H 1.8195 -0.4988 2.5444 0.09
H 0.8572 -1.5276 1.3414 0.06

***

Entry 4:
17
Properties=species:S:1:pos:R:3:lowdin_charge:R:1 method="wB97M-V/def2-TZVPD" total_energy_ev=-8309.7313 total_charge=+1 max_force_ha_per_bohr=0.01759 de_lowest_kj_mol=198.9 spin_multiplicity=1
O -0.2479 -1.2466 1.3875 -0.11
N -0.2197 -0.4185 -1.1686 0.17
N 1.4363 0.4702 1.8548 0.04
C -1.4733 1.2020 -2.4496 0.08
C -0.4658 0.9463 -1.6504 -0.15
C 0.9820 -0.8614 2.0981 -0.28
H 0.1891 1.6829 -1.2163 0.12
H -1.6602 2.2060 -2.7996 0.09
H 0.6655 1.1332 1.8877 0.09
H 1.7276 -1.5822 1.7879 0.12
H -0.9681 -1.2041 2.0282 0.11
H 0.7893 -0.9807 3.1629 0.13
H 0.6719 -0.7868 -1.5097 0.18
H -0.2068 -0.4899 -0.1104 0.10
H -0.9506 -1.0583 -1.4807 0.17
H 1.8829 0.5673 0.9491 0.07
H -2.1522 0.4207 -2.7710 0.09

***

Entry 5:
17
Properties=species:S:1:pos:R:3:lowdin_charge:R:1 method="wB97M-V/def2-TZVPD" total_energy_ev=-8306.8964 total_charge=+1 max_force_ha_per_bohr=0.08390 de_lowest_kj_mol=472.4 spin_multiplicity=1
O -0.5836 0.8418 0.4557 -0.05
N 0.3452 0.9170 -0.6328 -0.19
N -0.6400 -1.2208 1.7387 0.05
C 1.6804 0.2980 -0.5229 0.03
C -1.4943 -0.7382 2.4783 -0.01
C -0.3495 0.4214 -1.8770 0.07
H 0.2375 0.9052 -2.6959 0.14
H 0.3629 1.9132 -0.6667 0.18
H -0.6246 -0.0823 0.9514 -0.02
H 2.3465 0.8641 -1.0638 0.09
H 1.7675 -0.6456 -0.9042 0.07
H -2.1657 -0.0088 2.1168 0.10
H -1.2539 0.8667 -1.6842 0.08
H 2.0201 0.0841 0.4867 0.12
H -0.0758 -2.0722 2.1082 0.16
H -0.3374 -0.6614 -1.8066 0.12
H -1.6084 -1.1606 3.3925 0.07

***

Entry 6:
17
Properties=species:S:1:pos:R:3:lowdin_charge:R:1 method="wB97M-V/def2-TZVPD" total_energy_ev=-8310.8941 total_charge=+1 max_force_ha_per_bohr=0.05783 de_lowest_kj_mol=86.7 spin_multiplicity=1
O -1.4662 0.9091 -1.7738 -0.03
N 0.9370 -0.3134 0.5692 0.08
N 2.3373 0.5362 -1.1147 0.19
C 1.3979 -0.2704 -0.6409 -0.15
C -1.2583 -0.1177 1.7330 -0.07
C -0.3442 -0.9706 0.9159 -0.20
H 1.3697 0.2741 1.2732 0.17
H 2.3463 0.6516 -2.1135 0.13
H -0.0767 -1.9300 1.3612 0.13
H -1.8031 0.6526 1.1847 0.08
H -1.5177 1.3819 -2.6133 0.06
H 3.1014 0.9068 -0.5734 0.14
H -0.8183 -1.2377 -0.0264 0.11
H -2.3548 0.8024 -1.5780 0.00
H -0.7615 0.4078 2.5511 0.09
H 0.9905 -1.0037 -1.3299 0.17
H -2.0793 -0.6790 2.1755 0.09